(1)
Here is C38H51Br6N6O14 as an isolated structure at a distorted geometry from the OMol25 dataset. Energies are from ωB97M-V/def2-TZVPD.

The geometry in ORCA input format:
```
! wB97M-V def2-TZVPD RIJCOSX def2/J DEFGRID3
* xyz -1 1
C -3.120 10.177 23.024
C -2.960 10.498 21.503
C -2.821 9.164 20.735
O -3.975 11.248 20.914
H -4.062 9.701 23.284
H -2.926 11.108 23.559
H -2.297 9.511 23.294
H -2.052 11.112 21.408
H -2.515 9.310 19.700
H -3.710 8.531 20.726
H -2.030 8.531 21.161
C 0.596 9.250 19.595
Br 1.456 8.525 21.178
Br -0.391 7.900 18.607
Br 1.912 10.225 18.463
H -0.109 9.930 20.060
C -5.778 10.570 27.368
Br -7.639 10.131 27.614
Br -5.136 10.483 25.568
Br -4.695 9.587 28.680
H -5.680 11.618 27.621
C -0.597 15.784 19.758
C -1.860 15.464 20.291
C -2.022 14.369 21.121
C -0.899 13.615 21.470
C 0.374 13.906 20.971
C 0.454 14.915 20.027
O 1.705 15.086 19.470
O -3.268 14.033 21.591
H -0.487 16.784 19.361
H -2.678 16.120 20.026
H -1.027 12.770 22.136
H 1.229 13.355 21.332
H 1.656 15.705 18.736
H -3.398 13.071 21.480
C -1.451 14.118 16.322
C -1.219 12.954 17.045
C -2.164 12.530 17.964
C -3.234 13.354 18.308
C -3.473 14.495 17.536
C -2.580 14.896 16.551
O -2.844 16.035 15.853
O -1.965 11.313 18.591
H -0.784 14.524 15.566
H -0.471 12.220 16.772
H -3.877 13.092 19.140
H -4.357 15.110 17.653
H -2.256 16.070 15.092
H -2.478 11.281 19.419
C -2.184 12.710 24.520
C -1.728 11.992 25.615
C -0.668 12.410 26.438
C -0.326 13.739 26.322
C -0.713 14.536 25.251
C -1.635 13.996 24.365
O -1.931 14.728 23.235
O -0.274 11.685 27.518
H -2.873 12.211 23.853
H -2.249 11.064 25.833
H 0.271 14.191 27.107
H -0.272 15.519 25.204
H -2.684 14.303 22.809
H -0.520 10.745 27.340
C -8.441 13.560 21.176
C -9.391 13.710 22.174
C -9.249 13.025 23.367
C -8.078 12.355 23.658
C -7.075 12.291 22.671
C -7.328 12.773 21.404
O -6.359 12.676 20.453
O -10.300 13.062 24.267
H -8.594 14.060 20.229
H -10.253 14.343 22.013
H -7.825 12.112 24.684
H -6.122 11.787 22.782
H -5.598 12.157 20.779
H -9.936 12.839 25.130
C 0.052 9.019 14.079
C -0.540 9.347 15.297
C -1.863 8.976 15.503
C -2.569 8.242 14.587
C -1.981 7.928 13.368
C -0.646 8.265 13.156
O -0.005 7.897 11.993
O -2.569 9.297 16.658
H 1.104 9.257 13.995
H 0.017 9.957 15.994
H -3.625 8.063 14.740
H -2.475 7.334 12.610
H -0.395 8.285 11.207
H -1.973 9.851 17.185
C -4.230 5.315 24.145
O -3.241 5.638 24.792
N -4.719 4.048 24.039
N -4.922 6.218 23.415
H -5.478 3.822 23.426
H -4.325 3.301 24.580
H -5.680 5.911 22.836
H -4.545 7.148 23.426
C -6.876 9.172 19.375
O -7.920 8.527 19.190
N -6.377 9.384 20.597
N -6.025 9.505 18.378
H -5.445 9.773 20.685
H -6.877 9.003 21.378
H -5.312 10.176 18.631
H -6.456 9.502 17.469
C -1.045 8.260 26.376
O -0.702 9.146 27.184
N -2.277 7.716 26.410
N -0.415 8.090 25.181
H -2.894 8.060 27.127
H -2.410 6.955 25.746
H 0.478 8.511 25.010
H -0.966 7.664 24.460
*
```

***

(2)
Here is a single C2H4N2S3 molecule at a distorted geometry from the OMol25 dataset. Energies are from ωB97M-V/def2-TZVPD.

Summary:
**SMILES**: NC(=S)SNC=S
**Energy relative to the best compared isomer or geometry (same formula, charge and spin)**: 0.00 kcal per mole

The geometry in ORCA input format:
```
! wB97M-V def2-TZVPD RIJCOSX def2/J DEFGRID3
* xyz 0 1
C -0.317 0.498 -1.189
C -0.152 -1.202 1.950
H -2.054 1.424 -0.818
H -1.479 0.377 0.483
H -0.299 -2.492 0.320
H -0.578 -2.062 2.525
N -1.461 0.667 -0.494
N 0.007 -1.547 0.642
S 0.082 1.257 -2.588
S 0.842 -0.661 -0.564
S 0.164 0.225 2.646
*
```

***

(3)
Here is a single C2H4N4S2 molecule at a distorted geometry from the OMol25 dataset. Energies are from ωB97M-V/def2-TZVPD.

Summary:
**SMILES**: N/N=C1/SN=CNS1
**Energy relative to the best compared isomer or geometry (same formula, charge and spin)**: 73.78 kcal per mole

The geometry in ORCA input format:
```
! wB97M-V def2-TZVPD RIJCOSX def2/J DEFGRID3
* xyz 0 1
C 0.607 0.084 -0.605
C -0.516 -1.624 1.469
H 1.252 2.621 -2.169
H -0.409 2.076 -2.142
H -2.034 -0.272 1.896
H -1.026 -2.430 2.216
N 0.676 1.874 -2.064
N 1.239 0.992 -1.139
N -1.048 -0.289 1.419
N 0.656 -2.030 1.089
S -1.154 0.047 -0.264
S 1.757 -1.048 0.296
*
```

***

(4)
Here is a single C2H5NO2S molecule at a distorted geometry from the OMol25 dataset. Energies are from ωB97M-V/def2-TZVPD.

Summary:
**Energy relative to the best compared isomer or geometry (same formula, charge and spin)**: 164.89 kcal per mole

The geometry in ORCA input format:
```
! wB97M-V def2-TZVPD RIJCOSX def2/J DEFGRID3
* xyz 0 1
C 0.619 1.466 0.157
C -1.461 -0.627 -0.587
N 1.495 0.485 0.163
O 2.471 0.329 -0.611
O 0.999 -0.594 0.823
S -0.280 -1.750 -0.142
H -0.161 1.440 0.971
H 0.702 2.323 -0.408
H -2.361 -0.579 -0.011
H -1.358 -0.198 -1.510
H -0.665 -2.295 1.155
*
```

***

(5)
Here is an isolated ion of composition C11H23ClNO and charge +1 at a distorted geometry from the OMol25 dataset. Energies are from ωB97M-V/def2-TZVPD.

Summary:
**SMILES**: CCCO[C@H]1C[NH2+]C[C@@H]([C@@H](Cl)CC)C1
**Energy relative to the best compared isomer or geometry (same formula, charge and spin)**: 0.00 kcal per mole

The geometry in ORCA input format:
```
! wB97M-V def2-TZVPD RIJCOSX def2/J DEFGRID3
* xyz 1 1
C 5.103 -0.782 0.955
C 4.334 -0.266 -0.302
C 2.772 -0.306 -0.127
O 2.331 1.052 -0.155
C 0.952 1.172 -0.349
C 0.464 0.718 -1.763
N -0.879 1.373 -1.944
C -1.914 0.835 -1.022
C -1.469 0.753 0.472
C -2.270 -0.384 1.184
Cl -1.936 -0.444 2.964
C -3.820 -0.321 0.974
C -4.288 -1.752 0.531
C 0.063 0.450 0.701
H 6.152 -0.950 0.638
H 5.142 -0.013 1.745
H 4.727 -1.754 1.315
H 4.672 -0.810 -1.199
H 4.623 0.797 -0.428
H 2.534 -0.819 0.827
H 2.380 -0.928 -0.957
H 0.724 2.261 -0.274
H 0.241 -0.367 -1.721
H 1.160 0.947 -2.583
H -0.727 2.379 -1.825
H -1.214 1.262 -2.904
H -2.764 1.546 -1.063
H -2.340 -0.129 -1.363
H -1.673 1.714 0.989
H -1.886 -1.340 0.772
H -4.296 -0.135 1.950
H -4.160 0.475 0.289
H -3.950 -2.461 1.310
H -3.906 -2.037 -0.466
H -5.392 -1.803 0.461
H 0.322 0.717 1.740
H 0.188 -0.652 0.631
*
```

***

(6)
Here is a 6-piece molecular cluster, C25H67N5O8 overall at a distorted geometry from the OMol25 dataset. Energies are from ωB97M-V/def2-TZVPD.

Summary:
**SMILES**: COC[C@H](C)N.COC[C@H](C)N.COC[C@H](C)N.COCCNCCOC.COCCNCCOC.CO
**Energy relative to the best compared isomer or geometry (same formula, charge and spin)**: 104.46 kcal per mole

The geometry in ORCA input format:
```
! wB97M-V def2-TZVPD RIJCOSX def2/J DEFGRID3
* xyz 0 1
C 2.203 -0.614 0.963
O 1.849 -0.831 -0.420
H 3.249 -0.374 1.151
H 1.720 0.252 1.416
H 2.009 -1.571 1.447
H 2.082 0.014 -0.812
C -1.415 -0.466 -1.013
O -2.496 -1.134 -1.724
C -3.700 -0.468 -1.840
C -4.728 -1.380 -2.471
N -5.832 -0.653 -3.090
C -6.916 -1.649 -3.323
C -8.255 -0.947 -3.744
O -8.642 -0.022 -2.759
C -9.954 0.457 -2.934
H -1.747 -0.086 -0.047
H -1.056 0.394 -1.578
H -0.593 -1.176 -0.916
H -3.362 0.231 -2.605
H -3.923 -0.032 -0.866
H -5.035 -1.923 -1.577
H -4.224 -1.982 -3.228
H -6.194 0.002 -2.411
H -6.975 -2.148 -2.356
H -6.582 -2.358 -4.081
H -9.025 -1.700 -3.912
H -8.087 -0.508 -4.727
H -10.440 0.991 -2.118
H -10.836 -0.146 -3.153
H -9.957 1.145 -3.779
C -1.023 3.537 -1.979
O 0.113 2.669 -2.017
C 0.974 2.944 -3.088
C 2.198 1.994 -2.926
N 2.513 1.669 -1.522
C 3.289 2.678 -0.845
C 2.535 3.399 0.223
O 2.050 2.717 1.390
C 1.437 3.531 2.310
H -0.728 4.576 -2.128
H -1.575 3.348 -1.059
H -1.476 3.149 -2.892
H 1.382 3.955 -3.071
H 0.498 2.859 -4.065
H 2.959 2.502 -3.518
H 1.949 1.079 -3.464
H 1.603 1.668 -1.083
H 3.527 3.498 -1.523
H 4.208 2.293 -0.403
H 1.825 3.953 -0.392
H 3.144 4.252 0.522
H 0.850 3.029 3.079
H 0.770 4.306 1.935
H 2.205 3.978 2.941
C 5.971 0.045 2.271
C 4.942 1.065 2.795
C 4.030 0.707 4.022
O 4.801 0.545 5.222
C 4.124 0.094 6.400
N 5.764 2.209 3.297
H 6.785 0.492 1.699
H 5.527 -0.752 1.675
H 6.446 -0.459 3.112
H 4.249 1.432 2.037
H 3.479 -0.193 3.750
H 3.158 1.345 4.170
H 4.001 0.991 7.008
H 4.671 -0.623 7.012
H 3.077 -0.159 6.232
H 5.983 1.818 4.202
H 5.312 2.968 3.786
C 1.201 -3.794 -4.158
C 1.266 -2.214 -3.898
C 2.519 -1.679 -4.682
O 3.765 -2.148 -4.154
C 4.099 -1.774 -2.842
N 0.064 -1.666 -4.376
H 0.378 -4.101 -3.513
H 2.092 -4.370 -3.910
H 1.042 -4.087 -5.196
H 1.377 -2.082 -2.822
H 2.442 -0.593 -4.628
H 2.322 -2.121 -5.659
H 3.356 -2.065 -2.099
H 4.154 -0.686 -2.808
H 5.085 -2.146 -2.565
H -0.608 -2.040 -3.721
H -0.040 -0.662 -4.351
C 0.370 -1.933 4.467
C -0.940 -1.357 5.011
C -2.169 -2.349 4.773
O -2.441 -2.616 3.406
C -3.387 -1.698 2.896
N -0.663 -1.114 6.458
H 1.212 -1.331 4.810
H 0.350 -2.058 3.385
H 0.639 -2.940 4.787
H -1.142 -0.364 4.607
H -3.055 -2.006 5.308
H -1.964 -3.206 5.415
H -4.252 -1.559 3.545
H -3.640 -1.953 1.867
H -3.010 -0.690 2.723
H 0.213 -0.620 6.554
H -1.316 -0.405 6.762
*
```

***

(7)
Here is C21H37BCl4NO5PSi2 as an isolated structure at a distorted geometry from the OMol25 dataset. Energies are from ωB97M-V/def2-TZVPD.

Summary:
**Energy relative to the best compared isomer or geometry (same formula, charge and spin)**: 203.09 kcal per mole

The geometry in ORCA input format:
```
! wB97M-V def2-TZVPD RIJCOSX def2/J DEFGRID3
* xyz 0 1
C 1.202 -3.167 4.753
C 0.671 -2.669 3.644
Si -0.001 -2.112 1.905
C -0.832 -3.661 1.149
C -0.673 -3.810 -0.453
C 0.863 -4.164 -0.915
O -1.050 -2.628 -1.212
C -2.443 -2.651 -1.624
C -3.308 -1.527 -0.818
C -3.991 -1.884 0.556
C -4.803 -0.803 1.394
C -4.915 0.653 0.813
C -4.282 1.024 -0.575
C -3.482 -0.047 -1.399
O 1.385 -1.522 1.036
Si 1.086 -0.031 0.197
O -0.629 0.261 0.005
N -0.966 1.565 0.177
O -1.643 1.587 1.187
B 1.793 -0.296 -1.629
C 3.257 -1.002 -1.773
O 1.027 0.092 -2.827
P 2.237 1.630 1.055
C 3.122 2.676 -0.259
C 4.710 2.240 -0.202
C 1.243 2.674 2.285
C 0.886 1.904 3.678
H 1.695 -3.936 5.461
H -1.006 -1.079 2.210
H -0.363 -4.614 1.630
H -1.949 -3.671 1.418
H -1.285 -4.761 -0.747
H 1.653 -3.775 -0.180
H 1.076 -3.827 -1.994
H 0.935 -5.329 -0.871
H -2.476 -2.302 -2.737
H -2.941 -3.685 -1.600
H -3.937 -2.938 1.020
H -5.250 -1.128 2.413
H -5.483 1.433 1.461
H -4.381 2.098 -0.975
H -2.974 0.164 -2.403
H 3.752 -1.145 -0.735
H 3.977 -0.392 -2.429
H 3.141 -2.074 -2.218
H 0.295 0.706 -2.579
H 3.096 3.776 0.113
H 2.683 2.613 -1.317
H 5.263 3.003 0.475
H 4.788 1.226 0.366
H 5.148 2.163 -1.260
H 1.937 3.561 2.595
H 0.304 3.193 1.827
H -0.252 1.783 3.843
H 1.477 0.921 3.786
H 1.247 2.582 4.555
Cl 4.318 0.089 -7.809
C 2.815 0.167 -6.856
C 2.922 -0.604 -5.554
Cl 3.015 -2.363 -5.822
H 1.999 -0.207 -7.478
H 2.628 1.223 -6.647
H 2.035 -0.424 -4.942
H 3.798 -0.301 -4.978
Cl -4.268 2.968 4.782
C -3.753 4.344 3.776
C -2.355 4.154 3.219
Cl -1.108 4.231 4.489
H -3.825 5.252 4.380
H -4.470 4.423 2.956
H -2.128 4.950 2.506
H -2.254 3.197 2.703
*
```

***

(8)
Here is a 6-piece molecular cluster, C45H60F5N5O6P overall at a distorted geometry from the OMol25 dataset. Energies are from ωB97M-V/def2-TZVPD.

The geometry in ORCA input format:
```
! wB97M-V def2-TZVPD RIJCOSX def2/J DEFGRID3
* xyz 1 1
C -0.504 -4.702 1.664
C 1.063 -4.581 2.053
O 1.294 -4.493 3.291
N 2.119 -4.619 1.059
C 3.206 -3.635 1.312
C 3.434 -2.562 0.149
C 2.098 -1.978 -0.503
C 1.191 -1.146 0.564
N -0.221 -0.934 0.106
C -0.158 -0.414 -1.316
C -1.419 0.440 -1.786
N -2.563 -0.440 -2.160
O -1.883 1.459 -0.857
C -1.118 1.368 0.358
C -1.115 -0.133 1.009
O -2.378 -0.787 0.941
C -3.468 -0.107 1.587
C -4.829 -0.849 1.089
N -5.181 -1.900 2.084
C -5.986 -2.992 1.460
C -7.543 -2.519 1.390
C -7.925 -2.249 -0.145
O -7.796 -1.294 2.101
P -0.455 0.132 2.787
N -0.294 -1.263 3.571
O -1.532 1.059 3.756
O 0.998 1.052 2.809
H -1.031 -5.134 2.592
H -0.626 -5.460 0.826
H -0.972 -3.684 1.464
H 1.764 -4.599 0.097
H 3.110 -3.061 2.293
H 4.185 -4.236 1.406
H 4.126 -1.732 0.543
H 4.034 -3.069 -0.692
H 2.441 -1.313 -1.379
H 1.467 -2.805 -0.969
H 1.289 -1.750 1.535
H 1.691 -0.121 0.623
H -0.643 -1.887 0.019
H 0.765 0.266 -1.415
H -0.096 -1.306 -2.040
H -1.104 0.986 -2.754
H -3.422 -0.033 -1.767
H -2.659 -0.377 -3.189
H -0.065 1.813 0.289
H -1.673 2.012 1.135
H -3.427 -0.331 2.717
H -3.618 0.989 1.346
H -5.663 -0.065 0.974
H -4.622 -1.267 0.046
H -4.270 -2.316 2.361
H -5.575 -3.287 0.427
H -5.905 -3.898 2.168
H -8.166 -3.372 1.813
H -8.971 -2.661 -0.324
H -7.232 -2.747 -0.895
H -7.954 -1.123 -0.314
H -7.545 -1.366 3.044
H -0.544 -2.042 2.946
H -1.322 2.016 3.668
H 1.684 0.575 3.331
F 4.056 1.995 -1.075
C 4.504 2.210 0.175
C 3.634 2.062 1.243
C 4.097 2.279 2.537
C 5.422 2.652 2.746
C 6.285 2.802 1.664
C 5.826 2.575 0.371
H 2.604 1.779 1.059
H 3.426 2.159 3.381
H 5.781 2.826 3.754
H 7.316 3.097 1.829
H 6.486 2.679 -0.482
F -2.273 4.149 -6.586
C -1.774 4.559 -5.410
C -1.697 3.664 -4.355
C -1.175 4.086 -3.137
C -0.746 5.402 -2.985
C -0.832 6.293 -4.050
C -1.344 5.868 -5.271
H -2.044 2.646 -4.490
H -1.104 3.391 -2.308
H -0.342 5.732 -2.034
H -0.501 7.319 -3.929
H -1.410 6.546 -6.114
F 1.597 3.023 -5.851
C 1.513 2.664 -7.145
C 0.327 2.870 -7.832
C 0.241 2.504 -9.171
C 1.339 1.927 -9.804
C 2.523 1.721 -9.103
C 2.613 2.097 -7.767
H -0.519 3.312 -7.320
H -0.680 2.667 -9.720
H 1.270 1.638 -10.848
H 3.376 1.269 -9.597
H 3.531 1.953 -7.208
F -1.627 -7.844 -0.300
C -2.219 -8.218 0.849
C -1.526 -9.020 1.742
C -2.135 -9.402 2.932
C -3.435 -8.986 3.211
C -4.123 -8.186 2.305
C -3.510 -7.794 1.119
H -0.518 -9.340 1.504
H -1.599 -10.023 3.641
H -3.911 -9.289 4.138
H -5.136 -7.866 2.522
H -4.028 -7.163 0.406
F 7.716 4.707 4.244
C 6.943 5.733 4.640
C 7.484 6.724 5.443
C 6.685 7.787 5.848
C 5.350 7.842 5.454
C 4.816 6.838 4.652
C 5.618 5.780 4.238
H 8.523 6.660 5.746
H 7.100 8.572 6.470
H 4.726 8.670 5.774
H 3.775 6.880 4.349
H 5.222 4.995 3.605
*
```

***

(9)
Here is a 2-piece molecular cluster, C3H4N2O overall at a distorted geometry from the OMol25 dataset. Energies are from ωB97M-V/def2-TZVPD.

Summary:
**SMILES**: N#CC=C=O.N
**Energy relative to the best compared isomer or geometry (same formula, charge and spin)**: 49.48 kcal per mole

The geometry in ORCA input format:
```
! wB97M-V def2-TZVPD RIJCOSX def2/J DEFGRID3
* xyz 0 1
C 1.218 1.522 0.849
C 0.235 1.181 -0.125
C 2.133 0.584 0.996
N -2.017 -1.524 -0.731
N -0.561 1.122 -0.963
O 2.943 -0.212 1.055
H 1.115 2.215 1.629
H -1.192 -1.295 -0.236
H -1.910 -0.984 -1.613
H -1.963 -2.608 -0.863
*
```

***

no.,E (eV),gap between HOMO and LUMO (eV)
1,-498095.479,6.425
2,-37624.424,8.800
3,-29766.130,8.390
4,-18568.419,8.159
5,-27833.100,10.081
6,-50833.059,9.096
7,-109906.605,7.640
8,-90239.935,8.313
9,-8201.740,9.847